12
Properties=species:S:1:pos:R:3:nbo_charge:R:1 method="wB97M-V/def2-TZVPD" spin_multiplicity=4 e_lumo_ev="0.3 / -1.4" homo_energy_ev="-7.13 / -8.39" e_above_lowest_kcal_mol=91.4 homo_lumo_gap_ev="7.406 / 6.947"
H -1.181 0.870 -1.046 0.185
C -1.475 0.386 -0.097 -0.163
C -0.555 0.590 1.081 -0.258
O 0.842 0.504 0.635 -0.485
C 1.182 -0.408 -0.207 0.359
O 2.475 -0.260 -0.445 -0.665
Ni -0.441 -2.096 -1.288 0.713
O -1.455 -1.067 -0.112 -0.963
H -2.482 0.706 0.222 0.198
H -0.975 -0.950 1.101 0.394
H -0.652 1.623 1.439 0.188
H 2.783 -1.004 -0.974 0.498